The following is a DFT calculation (ωB97M-V/def2-TZVPD) of C42H24IN10O2S3SbW as an isolated structure in a non-equilibrium geometry.

- ⟨S²⟩ = 0.79
- frontier orbital gap (alpha / beta) (eV) = 3.481 / 4.836
- multiplicity = 2
- E (Eh) = -4112.50672
- LUMO level (alpha / beta) (eV) = -5.500 / -5.429
- maximum force (eV/A) = 3.7
- charge = +1

Atoms and positions in Å:
W1 -0.27919 0.06367 -0.82033
C1 2.51696 1.51817 -6.45299
C2 3.05327 0.23735 -6.23383
C3 2.98348 -0.32293 -4.97008
C4 2.34476 0.38380 -3.97647
C5 1.98501 -0.01090 -2.57633
N1 1.07687 1.05875 -2.11634
C6 0.97767 1.95124 -3.03171
N2 0.18893 3.06270 -2.91818
C7 -0.62647 3.13950 -1.91902
C8 -1.45492 4.33749 -1.72407
C9 -1.65844 5.42470 -2.55754
C10 -2.47377 6.43657 -2.01026
C11 -3.01233 6.32342 -0.72047
C12 -2.85127 5.19026 0.06766
C13 -2.07135 4.20450 -0.48655
C14 -1.73369 2.87048 -0.02335
N3 -2.19853 2.41385 1.14669
C15 -1.63663 1.37068 1.71351
N4 -0.54917 0.70018 1.26217
C16 -0.04596 0.01212 2.32623
N5 1.16511 -0.43793 2.49709
C17 2.01974 -0.25684 1.45954
N6 1.77996 0.05154 0.20831
C18 2.99310 -0.10890 -0.51820
N7 3.12136 -0.18202 -1.75704
C19 4.07164 -0.36922 0.49571
C20 5.41397 -0.58281 0.39020
C21 6.11891 -0.90743 1.54086
C22 5.48093 -1.07992 2.77569
C23 4.11672 -0.86557 2.88270
C24 3.46796 -0.47832 1.73150
C25 -1.04923 0.01209 3.42891
C26 -1.14934 -0.77400 4.54744
C27 -2.32286 -0.64593 5.29460
C28 -3.30538 0.25272 4.87752
C29 -3.14834 1.08831 3.75561
C30 -2.01956 0.89515 3.01450
N8 -0.90737 2.24594 -0.86736
C31 1.75784 1.61130 -4.24285
C32 1.82696 2.21477 -5.49010
H1 2.61044 1.90970 -7.45556
H2 3.47796 -0.34841 -7.05236
H3 3.34015 -1.33520 -4.75469
H4 -1.18970 5.56121 -3.52227
H5 -2.68891 7.31813 -2.59675
H6 -3.65110 7.13057 -0.38446
H7 -3.34009 5.09925 1.02164
H8 5.95006 -0.48043 -0.55382
H9 7.18856 -1.10563 1.51044
H10 6.06331 -1.43441 3.62006
H11 3.58676 -1.01227 3.81421
H12 -0.37656 -1.48761 4.84175
H13 -2.45778 -1.22629 6.18653
H14 -4.15796 0.37403 5.49625
H15 -3.89674 1.80456 3.48100
H16 1.35727 3.13923 -5.69095
S1 -1.56470 -3.33834 -3.52131
Sb1 -0.82655 -1.44518 -4.41265
S2 -1.66015 0.41539 -2.95158
S3 0.89073 -1.49089 -2.49841
N9 -4.57768 -0.57547 -0.40272
C33 -4.20575 -1.89465 -0.31174
C34 -2.84800 -1.89589 -0.39852
N10 -2.41299 -0.57562 -0.47737
C35 -3.47225 0.17696 -0.46712
H17 -5.52451 -0.24883 -0.36588
H18 -4.91407 -2.70187 -0.35583
H19 -2.18633 -2.75842 -0.43376
H20 -3.56611 1.20904 -0.56402
I1 -0.55928 -7.00848 4.99567
C36 -0.28980 -5.68496 3.32957
C37 0.85917 -5.71572 2.56527
C38 1.10820 -4.71089 1.64612
C39 0.22102 -3.66042 1.41414
C40 -0.96419 -3.69805 2.12460
C41 -1.24551 -4.69749 3.06976
C42 0.66047 -2.58866 0.45169
O1 1.77555 -2.60302 -0.02084
O2 -0.23765 -1.65017 0.19009
H21 1.57348 -6.50536 2.72414
H22 2.01987 -4.72713 1.06331
H23 -1.67936 -2.91619 2.00552
H24 -2.15664 -4.66468 3.63749


The following is a DFT calculation (ωB97M-V/def2-TZVPD) of C42H29LaN3O11PS as an isolated structure in a non-equilibrium geometry.

- frontier orbital gap (eV) = 6.197
- energy relative to the best compared isomer or geometry (same formula, charge and spin) (eV) = 0.227
- multiplicity = 1
- E (Eh) = -3381.02893
- LUMO level (eV) = 4.259
- maximum force (eV/A) = 1.4
- charge = -2

Atoms and positions in Å:
La1 0.09841 -0.49602 0.15362
O1 3.17307 -0.74112 -0.85162
C1 2.62576 0.18008 -0.23422
C2 3.51770 1.43071 -0.03884
C3 4.89259 1.34521 0.11960
C4 5.64643 2.48877 0.34413
C5 5.01486 3.73209 0.39174
C6 3.64059 3.82285 0.21744
C7 2.88302 2.66819 0.01046
P1 1.05189 2.60597 -0.18754
C8 0.52074 4.27355 0.41015
C9 0.63093 4.52778 1.78296
C10 0.21742 5.74081 2.31630
C11 -0.32190 6.72269 1.49252
C12 -0.44306 6.47913 0.13265
C13 -0.02351 5.26361 -0.40436
C14 0.83229 2.80951 -2.00581
C15 -0.47376 2.67084 -2.49044
C16 -0.74919 2.83022 -3.84157
C17 0.28177 3.10468 -4.73319
C18 1.58493 3.22181 -4.26413
C19 1.85785 3.08318 -2.90575
H1 5.34729 0.36100 0.06138
H2 6.71993 2.41747 0.48467
H3 5.59371 4.63177 0.56821
H4 3.15462 4.79337 0.25466
H5 1.02026 3.76891 2.45399
H6 0.30030 5.90393 3.38433
H7 -0.65394 7.66580 1.91100
H8 -0.87191 7.23037 -0.52037
H9 -0.13249 5.09090 -1.46761
H10 -1.28055 2.42127 -1.80400
H11 -1.76550 2.70220 -4.19639
H12 0.07172 3.20441 -5.79234
H13 2.39591 3.41801 -4.95615
H14 2.87767 3.17394 -2.54854
O2 0.38378 2.05433 3.94064
C20 -0.16807 1.46547 3.01005
O3 0.35247 0.55433 2.27942
C21 -1.62236 1.84306 2.71534
C22 -2.35538 2.26128 3.79263
C23 -3.69616 2.62602 3.65024
C24 -4.30821 2.63502 2.42448
C25 -3.58660 2.25407 1.31754
C26 -2.22365 1.79225 1.38184
O4 -1.58228 1.37964 0.38986
N1 -4.31942 2.32289 0.02590
O5 -5.49650 2.66156 0.05678
O6 -3.69472 2.16221 -0.99873
N2 -4.47162 3.03160 4.82990
O7 -3.89059 3.07810 5.90243
O8 -5.61374 3.43252 4.66637
H15 -1.87020 2.31494 4.75621
H16 -5.33676 2.93830 2.31870
C27 0.21743 -0.50232 -4.72016
C28 -1.06422 -0.90837 -5.09372
C29 -1.96392 -1.28960 -4.10777
C30 -1.57566 -1.26326 -2.76056
C31 -0.33340 -0.77521 -2.33663
C32 0.54418 -0.40618 -3.37224
C33 -2.53655 -1.81888 -1.74168
C34 -3.46259 -2.83359 -2.14623
C35 -4.35495 -3.32686 -1.26059
C36 -4.37222 -2.83315 0.06679
C37 -5.30584 -3.27352 1.03955
C38 -5.28133 -2.76132 2.30310
C39 -4.30363 -1.79423 2.64874
C40 -3.38961 -1.37313 1.73077
C41 -3.40784 -1.87604 0.40606
N3 -2.49066 -1.38622 -0.49891
H17 0.94120 -0.22179 -5.48013
H18 -1.35906 -0.92737 -6.13749
H19 -2.96750 -1.59065 -4.39343
H20 1.53712 -0.04005 -3.11893
H21 -3.41874 -3.20666 -3.15866
H22 -5.05724 -4.10267 -1.55065
H23 -6.04087 -4.01984 0.75580
H24 -5.99881 -3.09421 3.04377
H25 -4.27114 -1.38842 3.65266
H26 -2.63085 -0.65813 2.01525
C42 1.82436 -2.79698 2.57501
S1 0.49668 -3.22460 1.52335
O9 0.24633 -4.63056 1.67235
O10 -0.60810 -2.32178 1.91293
O11 0.94539 -2.80319 0.17267
H27 1.68382 -3.32230 3.51908
H28 1.82160 -1.71644 2.73970
H29 2.75088 -3.10198 2.08998


The following is a DFT calculation (ωB97M-V/def2-TZVPD) of C42H30IN3O4PRuS as an isolated structure.

- ⟨S²⟩ = 0.76
- frontier orbital gap (alpha / beta) (eV) = 7.678 / 7.189
- energy relative to the best compared isomer or geometry (same formula, charge and spin) (eV) = 0.672
- multiplicity = 2
- E (Eh) = -3215.79981
- LUMO level (alpha / beta) (eV) = 0.050 / -0.353
- maximum force (eV/A) = 0.5

Atoms and positions in Å:
Ru1 -0.79803 -0.20715 0.52734
O1 0.37104 -1.43838 1.99626
N1 1.29750 -0.79485 2.56717
N2 1.38181 0.42841 2.23856
O2 0.51810 1.02907 1.42502
C1 2.41603 1.24879 2.78693
C2 2.34153 2.61566 2.57810
C3 3.36296 3.42089 3.06051
C4 4.43641 2.86578 3.73969
C5 4.49022 1.49219 3.94260
C6 3.48296 0.67189 3.46427
H1 1.50356 3.02868 2.03481
H2 3.31535 4.48963 2.89793
H3 5.23081 3.49969 4.11123
H4 5.32667 1.05309 4.47029
H5 3.52015 -0.39817 3.60354
O3 -3.36874 -1.16284 -2.41749
C7 -2.20828 -1.32050 -2.09259
O4 -1.76524 -1.51670 -0.89155
C8 -1.12274 -1.32064 -3.14811
C9 -1.46118 -1.52612 -4.47683
C10 -0.48264 -1.51033 -5.45812
C11 0.84023 -1.26435 -5.11324
C12 1.18315 -1.03926 -3.78819
C13 0.20583 -1.06891 -2.79671
P1 0.69738 -0.90823 -1.04624
C14 1.32849 -2.58983 -0.73100
C15 0.50888 -3.51172 -0.08264
C16 0.93499 -4.81975 0.08891
C17 2.17726 -5.21887 -0.38230
C18 2.99316 -4.30683 -1.03602
C19 2.56867 -2.99906 -1.21443
C20 2.15268 0.17634 -1.04277
C21 3.23493 -0.09018 -0.20671
C22 4.26131 0.83329 -0.07203
C23 4.20818 2.03643 -0.75949
C24 3.12486 2.31584 -1.58148
C25 2.10042 1.39295 -1.72185
H6 -2.50286 -1.69362 -4.71598
H7 -0.74971 -1.68370 -6.49256
H8 1.60789 -1.24199 -5.87600
H9 2.21460 -0.83281 -3.53380
H10 -0.46568 -3.20604 0.26713
H11 0.29012 -5.53030 0.59048
H12 2.50821 -6.24033 -0.24487
H13 3.96129 -4.61151 -1.41223
H14 3.21364 -2.29836 -1.73085
H15 3.27918 -1.02112 0.34798
H16 5.09277 0.61766 0.58710
H17 5.00539 2.76011 -0.64730
H18 3.07092 3.25810 -2.11155
H19 1.24789 1.62976 -2.34689
I1 -2.32549 1.00809 2.72304
C26 -1.87168 2.78911 1.73714
C27 -1.97017 3.94156 2.46186
C28 -1.82345 5.18501 1.81846
C29 -1.66076 5.21512 0.46672
C30 -1.57919 4.02256 -0.29436
C31 -1.49684 4.10517 -1.70500
C32 -1.44373 2.96341 -2.43742
C33 -1.36409 1.71027 -1.79214
C34 -1.39234 1.53758 -0.42915
C35 -1.60671 2.74626 0.34084
H20 -2.18419 3.90283 3.52136
H21 -1.88260 6.09883 2.39473
H22 -1.60195 6.15984 -0.06073
H23 -1.50234 5.08181 -2.17393
H24 -1.42046 2.99900 -3.52013
H25 -1.22789 0.86936 -2.44533
S1 -3.29614 -3.98277 3.12144
C36 -2.04652 -2.93296 2.55121
N3 -2.39980 -2.02555 1.70902
C37 -3.76416 -2.09971 1.44411
C38 -4.46756 -1.26908 0.57079
C39 -5.82186 -1.47158 0.42417
C40 -6.48519 -2.48372 1.13065
C41 -5.80283 -3.31730 1.99180
C42 -4.43221 -3.11531 2.13837
H26 -1.02666 -3.04270 2.89371
H27 -3.94295 -0.51570 0.00122
H28 -6.37945 -0.84810 -0.26161
H29 -7.55000 -2.61989 0.99272
H30 -6.31307 -4.10321 2.53242


The following is a DFT calculation (ωB97M-V/def2-TZVPD) of C42H31BrF4NP3Pb as an isolated structure in a non-equilibrium geometry.

- frontier orbital gap (eV) = 5.868
- energy relative to the best compared isomer or geometry (same formula, charge and spin) (eV) = 0.000
- multiplicity = 1
- E (Eh) = -5863.62985
- LUMO level (eV) = -7.341
- maximum force (eV/A) = 3.3
- charge = +2

Atoms and positions in Å:
Pb1 -0.25095 -1.08821 -1.18368
F1 -3.72899 0.02183 -7.80767
C1 -3.39266 0.32597 -6.48769
C2 -4.26454 0.97665 -5.63295
F2 -5.51766 1.29210 -6.02762
C3 -3.86367 1.34438 -4.35683
F3 -4.65924 2.27431 -3.68101
C4 -2.60310 0.99601 -3.83327
P1 -2.07358 1.04696 -2.10116
C5 -3.53957 0.62096 -1.11866
C6 -4.49169 -0.21790 -1.69543
C7 -5.79354 -0.21038 -1.14432
C8 -6.03128 0.33265 0.11346
C9 -5.00554 1.09492 0.75874
C10 -3.74617 1.21866 0.14162
C11 -1.81490 2.80016 -1.76783
C12 -0.52550 3.31059 -1.61391
C13 -0.34877 4.68811 -1.44831
C14 -1.47783 5.53010 -1.45030
C15 -2.74752 4.97618 -1.57887
C16 -2.95990 3.60094 -1.72053
C17 -1.69721 0.32354 -4.71273
Br1 0.10419 -0.21952 -4.19111
C18 -2.12551 0.04283 -6.02501
F4 -1.14413 -0.39511 -6.89925
H1 -4.31483 -0.81492 -2.60624
H2 -6.59645 -0.69856 -1.69413
H3 -6.99800 0.16641 0.55896
H4 -5.23050 1.52248 1.74420
H5 -2.95052 1.87199 0.53757
H6 0.35949 2.65205 -1.60693
H7 0.64207 5.13056 -1.34407
H8 -1.33063 6.61458 -1.33335
H9 -3.62985 5.61250 -1.56782
H10 -3.95515 3.14580 -1.71216
N1 2.53732 -0.67801 1.80108
P2 2.67041 -1.36004 0.20644
C19 2.66811 -3.15078 0.46505
C20 3.43661 -3.68119 1.50658
C21 3.48303 -5.07303 1.68141
C22 2.89634 -5.91137 0.75647
C23 2.15405 -5.36840 -0.31459
C24 2.07353 -4.00326 -0.46345
C25 4.35937 -1.01090 -0.31003
C26 5.31027 -0.37865 0.49717
C27 6.57946 -0.16509 -0.01542
C28 6.90129 -0.49721 -1.31067
C29 5.91703 -1.03365 -2.14561
C30 4.65632 -1.30661 -1.65402
P3 1.11391 0.26947 1.96988
C31 1.41491 1.18541 3.48620
C32 1.95884 0.56009 4.57882
C33 2.14789 1.32147 5.73560
C34 1.88097 2.71036 5.73063
C35 1.38379 3.33125 4.57829
C36 1.10066 2.57923 3.44762
C37 -0.19692 -0.88869 2.35459
C38 0.09032 -2.24134 2.52395
C39 -0.96792 -3.14793 2.62867
C40 -2.24751 -2.65833 2.85249
C41 -2.53875 -1.30497 2.74716
C42 -1.50397 -0.40758 2.46099
H11 3.35291 -0.32374 2.29565
H12 3.91738 -2.97295 2.15092
H13 3.95648 -5.43065 2.60226
H14 3.04716 -7.01177 0.77810
H15 1.61483 -6.04118 -0.99521
H16 1.46337 -3.55469 -1.25893
H17 5.08771 -0.05296 1.51350
H18 7.29930 0.32119 0.60216
H19 7.92230 -0.28022 -1.71435
H20 6.12878 -1.23504 -3.18799
H21 3.89429 -1.65856 -2.39100
H22 2.17009 -0.51096 4.53427
H23 2.51375 0.88971 6.64672
H24 2.05347 3.36800 6.56898
H25 1.21878 4.39236 4.61691
H26 0.70664 2.97071 2.53225
H27 1.12823 -2.59141 2.49131
H28 -0.79149 -4.21383 2.54459
H29 -3.02534 -3.36967 3.18620
H30 -3.54725 -0.93359 2.83411
H31 -1.68709 0.65938 2.34253